The following is a quantum chemistry calculation of a structure of composition C19H28IrN8OS, from OMol25.

```
58
Properties=species:S:1:pos:R:3:mulliken_charge:R:1
Ir -0.1826 0.0462 1.3414 1.345
C 0.9088 0.5893 4.0241 -0.838
C -0.0685 1.7191 3.8436 -0.556
N -0.4924 1.7492 2.3925 -0.673
C -1.9655 2.0206 2.2288 -0.810
C -2.7364 0.7616 2.6077 -0.607
N -2.0772 -0.4440 1.9847 -0.271
C -1.8928 -1.5925 2.9245 -0.854
C -0.8172 -1.2260 3.9317 -0.492
N 0.3672 -0.5756 3.2466 -0.578
H 1.8771 0.8381 3.5897 0.362
H 1.0570 0.3274 5.0719 0.463
H -0.9618 1.5859 4.4487 0.321
H 0.3621 2.6830 4.1098 0.517
H 0.0296 2.4901 1.9229 0.476
H -2.2555 2.8742 2.8431 0.444
H -2.1274 2.2781 1.1824 0.424
H -2.7729 0.6180 3.6854 0.338
H -3.7667 0.8359 2.2640 0.490
H -2.6342 -0.7472 1.1865 0.479
H -2.8242 -1.8535 3.4295 0.439
H -1.5895 -2.4475 2.3186 0.395
H -1.1962 -0.5232 4.6702 0.272
H -0.4821 -2.1065 4.4777 0.486
H 1.1109 -1.2672 3.1849 0.444
O -0.8474 -0.2259 -0.4930 -0.251
S -0.4012 0.3427 -1.9274 -0.091
C -1.5985 -0.3571 -2.9980 1.008
C -2.0022 -1.6881 -2.9118 -0.248
C -2.9130 -2.1545 -3.8392 -0.760
C -3.3910 -1.3075 -4.8389 -0.473
C -2.9751 0.0129 -4.9122 -0.723
C -2.0752 0.5067 -3.9781 -0.309
C 1.1203 -0.4729 -2.2856 0.892
C 1.3354 -1.8202 -2.0056 -0.191
C 2.5455 -2.3833 -2.3711 -0.869
C 3.5090 -1.6129 -3.0223 -0.476
C 3.2737 -0.2760 -3.3053 -0.726
C 2.0709 0.3107 -2.9295 -0.414
H -1.6220 -2.3416 -2.1380 0.211
H -3.2493 -3.1813 -3.7960 0.436
H -4.0994 -1.6860 -5.5635 0.449
H -3.3552 0.6633 -5.6875 0.436
H -1.7569 1.5414 -4.0147 0.446
H 0.5701 -2.4228 -1.5330 0.260
H 2.7333 -3.4311 -2.1778 0.471
H 4.4439 -2.0678 -3.3215 0.469
H 4.0202 0.3113 -3.8226 0.485
H 1.8737 1.3533 -3.1531 0.456
N 3.6328 2.9802 -0.7676 -0.530
N 3.1021 1.8938 -0.1398 1.096
N 3.7614 0.7628 -0.0552 -0.722
C 2.8655 -0.0413 0.4901 -0.484
N 1.7181 0.6106 0.7108 0.501
N 1.8843 1.8672 0.2949 -0.456
H 4.6454 2.9203 -0.7418 0.339
H 3.2591 3.8396 -0.3827 0.292
H 3.0519 -1.0799 0.7066 0.465
```

Properties
- LUMO energy (eV) = -10.20
- E_tot (eV) = -47772.5803
- orbital gap (eV) = 6.925
- net charge = +3
- molecular weight (g mol⁻¹) = 608.772